Computed, not measured: C17H34B2F2N10NaO3P2 as an isolated structure, with wB97M-V/def2-TZVPD.

Summary:
gap between HOMO and LUMO = 0.25372 hartree
molecular weight = 571.1 Da
energy above the lowest of the compared OMol25 structures with the same formula, charge and spin = 0.0 kJ/mol
net charge = -1
HOMO energy = -4.65 eV
E_tot = -69018.314 eV

Positions of all 71 atoms, in Å:
Na (-13.93243, 6.13994, 8.28551)
C (-14.72367, 10.72546, 8.11386)
C (-14.38492, 9.53399, 7.42126)
N (-14.25529, 8.49544, 8.31474)
N (-14.52928, 8.96122, 9.56108)
C (-14.81121, 10.30818, 9.46607)
B (-14.44975, 7.95709, 10.79446)
N (-13.07234, 7.23739, 10.84121)
C (-11.83955, 7.77037, 11.20197)
C (-10.82634, 6.77163, 11.12250)
C (-11.54041, 5.59785, 10.72088)
N (-12.87712, 5.89288, 10.58675)
N (-15.61457, 6.91217, 10.68954)
C (-16.58999, 6.58695, 11.59966)
C (-17.42410, 5.56427, 11.07574)
C (-16.85347, 5.31125, 9.79592)
N (-15.77663, 6.11699, 9.57689)
H (-14.88019, 11.72396, 7.71268)
H (-14.20717, 9.36392, 6.35663)
H (-15.03684, 10.87097, 10.36535)
H (-14.58539, 8.61233, 11.81284)
H (-11.77381, 8.81478, 11.48025)
H (-9.76781, 6.82335, 11.35235)
H (-11.20938, 4.58861, 10.50343)
H (-16.63746, 7.11420, 12.55656)
H (-18.29058, 5.11580, 11.54164)
H (-17.14736, 4.60700, 9.02590)
C (-10.47657, 9.03598, 7.76393)
N (-10.85846, 8.38524, 6.54090)
C (-10.62064, 9.16955, 5.35755)
P (-11.14210, 6.68913, 6.44068)
O (-11.57329, 6.18721, 7.77609)
O (-11.90702, 6.54075, 5.17521)
P (-14.26497, 5.83783, 5.36400)
O (-15.82835, 5.34540, 5.77943)
N (-14.46071, 6.71284, 3.93366)
C (-15.28623, 7.91786, 3.86857)
C (-13.52362, 6.54324, 2.82765)
N (-13.69538, 4.29582, 4.93969)
C (-14.58211, 3.50532, 4.09999)
C (-12.76952, 3.51882, 5.75014)
N (-9.62447, 5.95042, 6.13652)
C (-9.07291, 5.91367, 4.80737)
C (-8.76954, 5.58606, 7.22703)
H (-11.08437, 9.95556, 7.92046)
H (-9.40402, 9.28956, 7.80459)
H (-10.68948, 8.33253, 8.59520)
H (-11.20202, 10.09976, 5.40643)
H (-10.99045, 8.58658, 4.50419)
H (-9.56079, 9.40181, 5.22538)
H (-15.89027, 7.96503, 4.77656)
H (-15.94738, 7.89445, 2.98641)
H (-14.65154, 8.82297, 3.84680)
H (-12.93556, 5.61754, 2.99031)
H (-12.83692, 7.39879, 2.77785)
H (-14.09878, 6.42528, 1.88490)
H (-15.14690, 4.19635, 3.42222)
H (-15.32359, 2.92709, 4.69883)
H (-13.98460, 2.85394, 3.44415)
H (-12.09004, 4.20067, 6.28577)
H (-12.19162, 2.84861, 5.08037)
H (-13.29504, 2.89803, 6.51234)
H (-9.90238, 6.14782, 4.11447)
H (-8.68076, 4.91812, 4.54250)
H (-8.29034, 6.67608, 4.64854)
H (-9.38860, 5.57825, 8.13659)
H (-7.94875, 6.30255, 7.39411)
H (-8.37121, 4.55919, 7.10939)
F (-17.79346, 4.71151, 6.56035)
B (-17.09199, 5.74962, 6.15941)
F (-17.52690, 6.96501, 6.14583)

Here are the Mulliken charges for atoms 1 to 2, given in e: 0.925, -1.261

---

Computed, not measured: C17H34BBeCaCl3LiO15 as an isolated structure, with wB97M-V/def2-TZVPD.

Summary:
gap between HOMO and LUMO = 0.03024 hartree
molecular weight = 651.6 Da
net charge = -1
HOMO energy = -4.17 eV
E_tot = -106159.718 eV

Positions of all 73 atoms, in Å:
B (4.81553, -0.91540, 0.17182)
C (3.67218, -2.10884, 0.24975)
C (2.36948, -1.64252, 0.82188)
C (1.55760, -0.84330, 0.09760)
H (4.40590, 0.00671, -0.51763)
H (5.12866, -0.54969, 1.30842)
H (5.80723, -1.43950, -0.33797)
H (3.46803, -2.48806, -0.75893)
H (4.16238, -2.94988, 0.76094)
H (1.98630, -1.92986, 1.81784)
H (1.08763, 0.03268, 0.52864)
H (1.38143, -1.06528, -0.95064)
Li (3.25132, -3.32606, 2.04186)
O (0.50375, -5.42606, -1.50442)
Cl (1.83035, -5.71397, -1.13639)
O (2.10121, -5.39714, 0.22460)
O (2.79114, -5.11716, -2.00576)
O (2.01952, -7.21518, -1.27801)
Ca (3.52638, -8.58172, -1.75337)
C (0.05950, 2.74181, -0.75770)
C (0.98482, 2.40118, -1.91877)
C (0.03081, 2.41348, -3.10112)
O (-0.98616, 3.35865, -2.78335)
C (-0.89718, 3.73465, -1.40821)
H (0.56896, 3.15623, 0.11130)
H (-0.47276, 1.84189, -0.44362)
H (1.74815, 3.21973, -2.02822)
H (1.52784, 1.46447, -1.80316)
H (-0.42329, 1.42539, -3.23346)
H (0.50586, 2.70289, -4.04014)
H (-0.50739, 4.75709, -1.35066)
H (-1.88936, 3.71997, -0.95907)
Cl (2.75802, -3.94413, -6.63521)
C (2.61131, -3.48343, -4.91307)
C (1.70420, -2.29935, -4.71451)
Cl (2.38342, -0.77984, -5.35413)
H (3.61136, -3.29054, -4.53482)
H (2.19696, -4.34010, -4.38814)
H (1.54247, -2.15004, -3.64807)
H (0.74286, -2.45779, -5.19563)
C (-1.53290, -3.34108, 2.52101)
O (-0.65424, -3.34880, 3.67152)
C (-1.24089, -2.88957, 4.77694)
O (-2.37586, -2.52174, 4.85529)
O (-0.34809, -2.91523, 5.77586)
C (-0.88082, -2.43756, 7.01724)
H (-0.93951, -3.73518, 1.69954)
H (-2.40314, -3.96654, 2.69353)
H (-1.86031, -2.32983, 2.29795)
H (-1.71790, -3.05395, 7.33740)
H (-1.20609, -1.40410, 6.92230)
H (-0.06850, -2.50874, 7.73474)
C (-5.80148, -2.26218, 3.21498)
O (-6.10672, -1.98458, 4.39314)
O (-4.62722, -3.06187, 3.08434)
O (-6.35736, -1.95508, 2.15792)
H (-4.36978, -3.15421, 4.01144)
Be (3.21488, 4.18220, -2.56186)
C (-3.63845, 6.38054, 0.35924)
C (-3.29768, 6.22554, 1.86531)
C (-4.43152, 5.35674, 2.49928)
O (-3.26695, 7.41362, 2.46793)
H (-4.59790, 6.87911, 0.22417)
H (-2.87070, 6.96665, -0.14565)
H (-3.68842, 5.39785, -0.11965)
H (-2.36472, 5.62813, 1.93557)
H (-5.39352, 5.85393, 2.38650)
H (-4.23023, 5.20138, 3.55729)
H (-4.47185, 4.38401, 2.00212)
C (1.81826, 4.81872, -6.00069)
O (1.33577, 3.87415, -6.60352)
O (2.52797, 4.70314, -4.93729)
O (1.69572, 6.04281, -6.29515)

Here are the Mulliken charges for atoms 1 to 2, given in e: 0.267, -0.698

---

Computed, not measured: C17H34F2LaN2OSSi3 as an isolated structure, with wB97M-V/def2-TZVPD.

Summary:
gap between HOMO and LUMO = 0.27390 hartree
molecular weight = 575.7 Da
energy above the lowest of the compared OMol25 structures with the same formula, charge and spin = 0.0 kJ/mol
net charge = +1
HOMO energy = -11.21 eV
E_tot = -63969.682 eV

Positions of all 61 atoms, in Å:
La (-0.76400, 0.51049, 0.59091)
C (3.09634, 0.01382, -0.18158)
O (1.93685, 0.20578, 0.63536)
Si (2.04038, 0.42782, 2.34850)
C (2.50774, 2.22147, 2.56475)
C (3.42096, -0.58194, 3.06053)
C (0.31517, -0.01742, 2.78989)
Si (-0.55107, 1.01621, 4.05975)
C (-2.19800, 0.28936, 4.56517)
C (0.44962, 1.34095, 5.59895)
C (-0.99900, 2.68367, 3.25937)
Si (0.10383, -1.87270, 2.91147)
C (-1.70396, -2.36910, 2.72383)
C (0.76863, -2.59106, 4.49518)
C (0.93179, -2.69173, 1.42934)
H (3.74655, 0.89129, -0.14881)
H (2.78188, -0.15316, -1.20981)
H (3.66058, -0.85672, 0.15526)
H (3.51544, 2.40279, 2.17785)
H (2.51524, 2.49525, 3.62360)
H (1.82334, 2.90118, 2.05454)
H (4.39755, -0.20208, 2.74708)
H (3.36497, -1.64000, 2.79897)
H (3.37273, -0.50725, 4.15111)
H (-2.07238, -0.59664, 5.19344)
H (-2.82022, 0.00419, 3.71188)
H (-2.75664, 1.02771, 5.14855)
H (0.74154, 0.39951, 6.07286)
H (-0.13375, 1.91562, 6.32463)
H (1.36140, 1.90453, 5.38702)
H (-1.75595, 2.59673, 2.45932)
H (-0.12662, 3.19993, 2.84977)
H (-1.44757, 3.34832, 4.00200)
H (-2.24409, -2.30332, 3.66841)
H (-1.75254, -3.40592, 2.37940)
H (-2.26527, -1.77124, 1.99252)
H (0.25498, -2.15313, 5.35662)
H (1.83815, -2.40645, 4.61274)
H (0.60623, -3.67295, 4.52631)
H (0.47647, -2.39307, 0.47470)
H (0.79935, -3.77495, 1.49950)
H (2.00126, -2.48928, 1.35629)
F (-1.98385, -1.38159, -0.79133)
C (-2.80370, -0.27221, -0.38035)
F (-2.57789, 0.65233, -1.44206)
H (-3.83344, -0.59553, -0.48088)
N (1.02915, 7.81634, -0.51804)
C (-0.19254, 7.28232, -0.37894)
S (-1.53706, 8.20109, -0.18579)
C (-0.25991, 5.77684, -0.40841)
C (0.87094, 4.96431, -0.37606)
C (0.72491, 3.59091, -0.36676)
N (-0.46860, 2.98897, -0.39910)
C (-1.55708, 3.77037, -0.45462)
C (-1.49620, 5.14580, -0.45526)
H (1.10706, 8.82020, -0.49761)
H (1.86258, 7.28082, -0.66942)
H (1.87410, 5.36234, -0.33859)
H (1.59554, 2.94610, -0.33410)
H (-2.51428, 3.26376, -0.51593)
H (-2.39944, 5.73882, -0.49246)

Here are the Mulliken charges for atoms 1 to 2, given in e: 1.429, -1.086